No. 1
ORCA calculation (ωB97M-V/def2-TZVPD) on a structure of composition C28H51BrClFO3STa.

Values from the calculation:
* calculated total energy: -133672.758 eV
* molar mass: 783.08 g mol⁻¹
* net charge: -1
* HOMO: -4.508 eV
* gap between HOMO and LUMO: 7.0 eV
* LUMO level: 2.47 eV
* max |F|: 0.9 eV/A
* multiplicity: 1

Geometry as XYZ:
```
87
C28H51BrClFO3STa ωB97M-V/def2-TZVPD
C 1.965 -2.459 0.643
C 0.539 -2.045 0.386
C -0.256 -2.877 -0.407
C -1.584 -2.581 -0.686
C -2.138 -1.416 -0.158
C -1.352 -0.579 0.619
C -0.010 -0.863 0.916
C 0.756 0.096 1.773
Ta 1.437 2.045 0.729
S 2.533 0.801 -1.178
C 3.400 1.939 1.942
C 4.010 3.211 2.487
F 3.125 3.858 3.373
C 0.265 3.085 2.351
C -1.234 2.795 2.496
C -2.160 3.177 1.354
Br -1.852 4.957 0.652
C 1.867 4.091 -0.218
C 1.990 4.231 -1.739
C 2.136 5.691 -2.203
Cl 0.577 3.498 -2.567
H 2.042 -3.545 0.548
H 2.292 -2.202 1.651
H 2.645 -2.018 -0.089
H 0.183 -3.780 -0.817
H -2.170 -3.251 -1.302
H -3.172 -1.158 -0.356
H -1.794 0.328 1.011
H 1.688 -0.364 2.117
H 0.170 0.333 2.666
H -0.117 1.898 -0.241
H 3.690 0.449 -0.607
H 4.166 1.462 1.317
H 3.240 1.257 2.789
H 4.247 3.927 1.695
H 4.931 3.033 3.057
H 0.418 4.167 2.276
H 0.742 2.779 3.290
H -1.380 1.724 2.666
H -1.615 3.303 3.393
H -3.191 3.190 1.703
H -2.092 2.482 0.520
H 2.810 4.505 0.167
H 1.082 4.795 0.090
H 2.873 3.680 -2.059
H 1.570 5.883 -3.113
H 1.805 6.379 -1.425
H 3.185 5.911 -2.421
C 5.124 -6.234 -1.340
C 4.312 -7.195 -0.471
C 3.024 -6.405 -0.274
O 2.848 -5.627 -1.455
C 4.041 -5.643 -2.234
H 5.919 -6.717 -1.906
H 5.570 -5.453 -0.720
H 4.112 -8.121 -1.015
H 4.796 -7.450 0.471
H 3.103 -5.731 0.587
H 2.147 -7.039 -0.135
H 3.880 -6.264 -3.123
H 4.259 -4.625 -2.560
C -2.847 2.366 -5.493
C -2.301 2.359 -4.067
C -3.246 1.383 -3.380
O -3.647 0.441 -4.385
C -3.250 0.908 -5.672
H -2.121 2.696 -6.236
H -3.725 3.013 -5.561
H -1.283 1.967 -4.053
H -2.292 3.338 -3.591
H -4.139 1.895 -3.003
H -2.778 0.845 -2.556
H -2.404 0.307 -6.026
H -4.082 0.774 -6.366
C -5.136 -1.938 3.234
C -4.075 -1.801 4.325
C -3.170 -0.731 3.730
O -4.017 0.118 2.949
C -5.291 -0.493 2.776
H -6.074 -2.371 3.583
H -4.755 -2.554 2.416
H -4.529 -1.449 5.254
H -3.542 -2.728 4.534
H -2.415 -1.174 3.072
H -2.665 -0.123 4.481
H -6.031 0.037 3.388
H -5.583 -0.404 1.729
```



No. 2
ORCA calculation (ωB97M-V/def2-TZVPD) on a cluster of 7 separate species, C28H51F4N6O11S in total.

Values from the calculation:
* calculated total energy: -83032.379 eV
* molar mass: 755.81 g mol⁻¹
* net charge: -1
* HOMO: -5.870 eV
* gap between HOMO and LUMO: 8.0 eV
* LUMO level: 2.14 eV
* max |F|: 1.5 eV/A
* multiplicity: 1

Geometry as XYZ:
```
101
C28H51F4N6O11S ωB97M-V/def2-TZVPD
C 1.273 2.242 -2.793
C 0.549 1.780 -3.611
C -0.250 1.201 -4.673
C -0.673 -0.266 -4.430
C 0.434 -1.060 -3.728
F 1.627 -0.701 -4.279
F 0.319 -2.400 -3.965
C 0.551 -0.884 -2.191
F -0.087 -1.882 -1.540
F 1.878 -1.015 -1.854
O -0.718 -0.825 -5.789
S -1.838 -1.901 -6.156
O -2.926 -1.213 -6.786
O -1.213 -2.916 -6.950
C -2.436 -2.651 -4.663
C -2.568 -1.668 -3.459
C -2.044 -0.279 -3.773
C -2.142 0.633 -2.493
O -2.301 1.855 -2.694
O -2.057 0.031 -1.384
H 1.931 2.713 -2.110
H 0.266 1.278 -5.622
H -1.173 1.764 -4.758
H 0.223 0.075 -1.822
H -3.417 -3.006 -4.942
H -1.818 -3.496 -4.396
H -2.134 -2.084 -2.565
H -3.626 -1.556 -3.258
H -2.734 0.183 -4.472
C -1.375 4.945 -4.115
O -1.598 4.681 -5.280
N -0.649 6.010 -3.706
C -0.409 6.271 -2.304
C -0.098 6.905 -4.705
H -1.743 4.319 -3.285
H -0.815 7.248 -2.025
H 0.664 6.263 -2.096
H -0.889 5.504 -1.700
H -0.900 7.335 -5.307
H 0.568 6.357 -5.372
H 0.456 7.703 -4.215
C 2.904 -6.524 -3.699
O 1.712 -6.621 -3.489
N 3.636 -5.414 -3.499
C 5.058 -5.378 -3.763
C 2.979 -4.212 -3.003
H 3.503 -7.372 -4.077
H 5.605 -5.135 -2.849
H 5.282 -4.622 -4.519
H 5.395 -6.347 -4.127
H 2.517 -4.416 -2.037
H 2.200 -3.899 -3.694
H 3.707 -3.413 -2.894
C 1.990 3.997 0.259
O 2.806 3.184 -0.135
N 0.780 3.698 0.755
C -0.139 4.723 1.207
C 0.369 2.303 0.842
H 2.190 5.084 0.239
H -0.374 4.577 2.263
H -1.065 4.675 0.630
H 0.307 5.707 1.077
H 1.067 1.753 1.471
H 0.369 1.850 -0.149
H -0.629 2.237 1.267
C -1.488 -1.516 1.551
O -1.651 -0.542 2.265
N -1.663 -2.790 1.948
C -1.453 -3.904 1.047
C -2.077 -3.044 3.319
H -1.191 -1.423 0.496
H -2.375 -4.480 0.938
H -0.671 -4.562 1.436
H -1.150 -3.538 0.069
H -3.035 -2.560 3.513
H -1.345 -2.635 4.017
H -2.173 -4.116 3.475
C 0.875 -0.490 4.496
O 0.147 -1.074 5.280
N 2.156 -0.168 4.759
C 2.995 0.519 3.796
C 2.711 -0.527 6.053
H 0.532 -0.182 3.496
H 3.865 -0.093 3.551
H 3.337 1.472 4.207
H 2.438 0.711 2.884
H 2.660 -1.607 6.195
H 2.139 -0.054 6.852
H 3.746 -0.202 6.107
C -1.593 0.094 10.171
O -0.476 -0.234 10.525
N -2.090 -0.069 8.935
C -3.433 0.349 8.587
C -1.255 -0.683 7.909
H -2.311 0.569 10.865
H -4.016 -0.509 8.246
H -3.400 1.091 7.788
H -3.924 0.786 9.454
H -0.963 -1.686 8.220
H -0.352 -0.094 7.768
H -1.796 -0.738 6.970
```



No. 3
ORCA calculation (ωB97M-V/def2-TZVPD) on a cluster of 2 separate species, C28H51N2O2 in total.

Values from the calculation:
* calculated total energy: -36930.794 eV
* molar mass: 447.73 g mol⁻¹
* net charge: +1
* HOMO: -9.807 eV
* gap between HOMO and LUMO: 5.5 eV
* LUMO level: -4.31 eV
* max |F|: 2.1 eV/A
* multiplicity: 1

Geometry as XYZ:
```
83
C28H51N2O2 ωB97M-V/def2-TZVPD
C 0.047 2.352 -0.187
C 0.432 3.753 -0.696
C -0.839 4.330 -1.389
C 0.704 4.650 0.534
C 1.549 3.782 -1.774
C 2.738 2.817 -1.609
C 3.340 2.794 -0.187
C 3.856 3.361 -2.543
C 2.452 1.396 -2.129
C 1.354 1.109 -2.877
C 1.086 -0.166 -3.303
C 1.947 -1.160 -2.948
O 1.686 -2.477 -3.322
C 0.451 -2.950 -2.815
C 0.393 -3.024 -1.286
O -0.971 -2.901 -0.856
C -1.310 -1.543 -0.680
C -2.812 -1.336 -0.803
C -3.162 0.085 -1.232
C -4.666 0.119 -1.324
N -5.137 0.767 -2.318
C -4.042 1.346 -3.107
C -2.820 0.515 -2.692
C 3.059 -0.887 -2.221
C 3.321 0.383 -1.804
H -0.590 1.829 -0.904
H -0.547 2.467 0.728
H 0.891 1.710 0.052
H -1.248 3.541 -2.035
H -1.618 4.561 -0.662
H -0.566 5.183 -2.009
H 1.180 5.592 0.269
H 1.284 4.085 1.263
H -0.254 4.835 1.022
H 1.977 4.789 -1.736
H 1.104 3.710 -2.764
H 3.195 3.720 0.363
H 3.007 1.936 0.397
H 4.420 2.673 -0.289
H 4.768 2.769 -2.483
H 3.496 3.468 -3.567
H 4.110 4.371 -2.201
H 0.630 1.861 -3.154
H 0.200 -0.336 -3.898
H -0.421 -2.387 -3.163
H 0.328 -3.964 -3.195
H 0.746 -3.974 -0.889
H 0.965 -2.235 -0.785
H -0.766 -0.905 -1.390
H -0.962 -1.246 0.321
H -3.278 -1.528 0.165
H -3.184 -2.054 -1.538
H -2.872 0.905 -0.564
H -5.401 -0.326 -0.656
H -6.111 0.924 -2.551
H -4.211 1.498 -4.170
H -3.917 2.380 -2.755
H -2.833 -0.346 -3.363
H -1.961 1.169 -2.796
H 3.723 -1.707 -1.974
H 4.185 0.612 -1.199
C 0.587 -0.658 4.039
C 0.571 -1.943 4.855
N -0.682 -2.669 4.765
C -0.807 -3.733 5.749
C 0.166 -4.914 5.662
C -1.123 -2.995 3.423
C -0.192 -3.830 2.535
H -0.251 -0.014 4.311
H 1.510 -0.111 4.232
H 0.543 -0.854 2.965
H 0.735 -1.674 5.902
H 1.433 -2.560 4.557
H -1.831 -4.115 5.723
H -0.700 -3.278 6.739
H -0.080 -5.584 4.839
H 0.108 -5.503 6.579
H 1.201 -4.590 5.550
H -1.333 -2.055 2.900
H -2.094 -3.493 3.485
H 0.844 -3.489 2.580
H -0.514 -3.750 1.493
H -0.219 -4.887 2.793
```



Q: Look up the net charge of the second one.
A: -1



Q: Which of these has the lowest molar mass?
A: C28H51N2O2



Q: Number 3 is which compound?
A: C28H51N2O2